The following is a quantum chemistry calculation of C15H26Cl2NOP2Y as an isolated structure, from the Open Molecules 2025 dataset.

Its charge is +2. Its HOMO energy is -14.946 eV. The calculation puts the HOMO-LUMO gap at 6.84 eV.

Geometry as XYZ:
```
48
C15H26Cl2NOP2Y ωB97M-V/def2-TZVPD
C 1.224 0.042 -5.371
C 0.831 0.026 -3.963
H 2.328 0.031 -5.415
H 0.817 0.952 -5.853
H 0.794 -0.842 -5.880
O 1.441 -0.025 -2.905
Cl -1.426 0.147 -3.762
Y -0.376 -0.023 -1.411
P -0.211 2.825 -1.121
C 0.912 3.866 -0.124
C -0.060 3.619 -2.761
H -0.320 4.682 -2.666
H -1.965 4.507 -0.862
H -0.728 3.132 -3.481
H -2.635 2.838 -0.995
H 1.950 3.675 -0.427
H 0.972 3.522 -3.119
C -1.841 3.457 -0.563
H 0.682 4.934 -0.261
H -1.900 3.373 0.529
H 0.802 3.601 0.937
P 0.055 -2.815 -0.786
C 1.284 -3.539 0.364
C -1.488 -3.535 -0.090
H -0.345 -3.501 -3.077
H 0.035 -4.911 -2.026
H 1.346 -3.811 -2.585
C 0.297 -3.869 -2.265
H -2.349 -3.063 -0.577
H -1.505 -4.623 -0.243
H 1.161 -4.629 0.444
H 1.158 -3.084 1.357
H -1.534 -3.307 0.983
H 2.295 -3.314 0.002
Cl -2.793 -0.173 -0.803
N 0.237 0.023 0.852
C 0.217 0.014 2.032
C 0.146 0.006 3.446
C -1.097 0.145 4.097
C -1.165 0.121 5.487
C -0.010 -0.037 6.256
C 1.230 -0.173 5.616
C 1.313 -0.149 4.222
H -2.005 0.269 3.503
H -2.127 0.227 5.988
H -0.063 -0.059 7.347
H 2.137 -0.297 6.206
H 2.282 -0.252 3.722
```